Entry 1:
Entry from OMol25: one molecule with the formula C3H5NO2 (the ωB97M-V functional and the def2-TZVPD basis).

Calculated values
Frontier orbital gap (spin up / spin down)   8.723 / 8.722 eV
E_LUMO (spin up / spin down)   0.01555 / 0.01554 hartree

```
11
C3H5NO2 | OMol25 | the ωB97M-V functional and the def2-TZVPD basis
N -1.37 0.86 0.34
C -0.58 -0.20 0.52
O -0.75 -1.00 1.49
C 0.49 -0.52 -0.43
C 1.33 0.38 -0.92
O 0.37 -1.90 1.49
H -1.27 1.38 -0.52
H -2.15 1.05 0.96
H 0.51 -1.56 -0.72
H 2.06 0.11 -1.68
H 1.37 1.40 -0.54
```



Entry 2:
Entry from OMol25: one molecule with the formula C3H5NO2 (the ωB97M-V functional and the def2-TZVPD basis).

Calculated values
Frontier orbital gap   11.492 eV
SMILES   N#C[C@H](O)CO
E_LUMO   0.01531 hartree

```
11
C3H5NO2 | OMol25 | the ωB97M-V functional and the def2-TZVPD basis
N -2.73 -1.02 -0.74
C -1.79 -0.44 -0.39
C -0.56 0.17 0.14
O -0.40 1.52 -0.17
C 0.74 -0.50 -0.31
O 1.70 0.28 0.40
H -0.58 0.01 1.24
H 0.58 1.60 -0.06
H 0.91 -0.37 -1.38
H 0.81 -1.55 -0.02
H 1.34 0.33 1.29
```



Entry 3:
Entry from OMol25: one molecule with the formula C3H5NO2 (the ωB97M-V functional and the def2-TZVPD basis).

Calculated values
Frontier orbital gap   10.000 eV
E_LUMO   0.03310 hartree

```
11
C3H5NO2 | OMol25 | the ωB97M-V functional and the def2-TZVPD basis
C -0.05 -0.95 -1.75
C -0.17 0.32 -0.95
O -0.47 1.40 -1.37
O 0.06 0.06 0.39
C 0.22 1.16 1.19
N 0.19 0.70 2.43
H 0.98 -1.32 -1.70
H -0.71 -1.72 -1.33
H -0.32 -0.74 -2.78
H 0.24 1.38 3.17
H 0.03 -0.28 2.68
```



Entry 4:
Entry from OMol25: one molecule with the formula C3H5NO2 (the ωB97M-V functional and the def2-TZVPD basis).

Calculated values
Frontier orbital gap   9.244 eV
E_LUMO   0.00810 hartree

```
11
C3H5NO2 | OMol25 | the ωB97M-V functional and the def2-TZVPD basis
O 2.49 0.24 0.14
C 1.31 0.22 -0.09
N 0.42 -0.73 0.29
C -1.00 -0.80 -0.02
C -0.29 1.97 -0.45
O 0.66 1.19 -0.91
H 0.86 -1.55 0.68
H -1.26 -1.76 -0.47
H -1.61 -0.65 0.88
H -0.30 1.91 0.69
H -1.27 -0.03 -0.73
```



Entry 5:
Entry from OMol25: one molecule with the formula C3H5NO2 (the ωB97M-V functional and the def2-TZVPD basis).

Calculated values
Frontier orbital gap   10.183 eV
SMILES   C=CO[C@H]1NO1
E_LUMO   0.03355 hartree

```
11
C3H5NO2 | OMol25 | the ωB97M-V functional and the def2-TZVPD basis
C -1.45 -1.07 0.16
C -1.37 0.21 -0.18
O -0.29 1.05 -0.28
C 1.02 0.63 -0.31
N 1.73 0.48 0.91
O 1.41 -0.65 0.00
H -0.60 -1.66 0.47
H -2.43 -1.53 0.14
H -2.25 0.79 -0.45
H 1.52 1.08 -1.17
H 2.72 0.67 0.72
```



Entry 6:
Entry from OMol25: one molecule with the formula C3H5NO2 (the ωB97M-V functional and the def2-TZVPD basis).

Calculated values
Frontier orbital gap   11.328 eV
SMILES   N#C[C@H](O)CO
E_LUMO   0.01386 hartree

```
11
C3H5NO2 | OMol25 | the ωB97M-V functional and the def2-TZVPD basis
N -2.59 -0.79 -0.97
C -1.66 -0.38 -0.43
C -0.45 0.14 0.24
O -0.12 1.44 -0.22
C 0.77 -0.73 -0.07
O 1.91 -0.13 0.47
H -0.62 0.14 1.32
H -0.64 2.09 0.26
H 0.85 -0.86 -1.16
H 0.66 -1.72 0.39
H 1.87 0.80 0.18
```



Entry 7:
Entry from OMol25: one molecule with the formula C3H5NO2 (the ωB97M-V functional and the def2-TZVPD basis).

Calculated values
Frontier orbital gap   10.985 eV
SMILES   CC(=O)NC=O
E_LUMO   0.02525 hartree

```
11
C3H5NO2 | OMol25 | the ωB97M-V functional and the def2-TZVPD basis
C 0.28 -1.63 -0.18
C -0.57 -0.41 0.05
O -1.74 -0.34 -0.24
N 0.11 0.72 0.54
C -0.13 1.97 0.00
O 0.53 2.95 0.27
H 1.24 -1.35 -0.64
H -0.25 -2.31 -0.85
H 0.50 -2.17 0.75
H 0.97 0.61 1.06
H -0.93 1.95 -0.75
```



Entry 8:
Entry from OMol25: one molecule with the formula C3H5NO2 (the ωB97M-V functional and the def2-TZVPD basis).

Calculated values
Frontier orbital gap   10.136 eV
SMILES   C=CC(=O)NO
E_LUMO   0.00830 hartree

```
11
C3H5NO2 | OMol25 | the ωB97M-V functional and the def2-TZVPD basis
C 1.02 1.44 0.92
C 0.51 0.89 -0.23
C -0.07 -0.45 0.02
O -0.42 -0.90 1.13
N -0.29 -1.10 -1.15
O -1.23 -2.18 -0.75
H 1.20 2.67 1.07
H 0.75 0.63 1.88
H 0.47 1.77 -1.20
H -0.54 -0.68 -1.97
H -1.39 -2.08 0.27
```



Entry 9:
Entry from OMol25: C3H5NO2 as an isolated structure (the ωB97M-V functional and the def2-TZVPD basis).

Calculated values
Frontier orbital gap   11.514 eV
E_LUMO   0.03445 hartree

```
11
C3H5NO2 | OMol25 | the ωB97M-V functional and the def2-TZVPD basis
O 0.07 1.49 0.98
C 0.57 0.65 0.00
C 1.06 -0.84 0.21
O -0.02 -1.30 -0.68
C -0.59 -0.08 -0.59
N -1.77 0.34 -0.50
H -0.93 1.30 0.85
H 1.22 1.15 -0.72
H 2.03 -1.13 -0.19
H 0.88 -1.24 1.21
H -2.52 -0.34 -0.57
```



Entry 10:
Entry from OMol25: one molecule with the formula C3H5NO2 (the ωB97M-V functional and the def2-TZVPD basis).

Calculated values
Frontier orbital gap   9.980 eV
E_LUMO   0.03177 hartree

```
11
C3H5NO2 | OMol25 | the ωB97M-V functional and the def2-TZVPD basis
C 1.85 -0.49 0.40
C 0.83 0.48 -0.11
O 1.05 1.56 -0.57
O -0.44 -0.09 0.02
C -1.48 0.76 -0.13
N -2.65 0.10 -0.14
H 1.67 -0.69 1.46
H 1.74 -1.44 -0.13
H 2.86 -0.10 0.26
H -2.79 0.84 -0.89
H -2.64 -0.94 -0.16
```



Entry 11:
Entry from OMol25: C3H5NO2 as an isolated structure (the ωB97M-V functional and the def2-TZVPD basis).

Calculated values
Frontier orbital gap   10.345 eV
E_LUMO   0.03084 hartree

```
11
C3H5NO2 | OMol25 | the ωB97M-V functional and the def2-TZVPD basis
O 2.50 -0.20 0.04
C 1.27 0.08 -0.03
N 0.53 -0.86 0.49
C -0.86 -0.58 0.18
C -0.76 0.89 -0.31
O 0.65 1.12 -0.58
H 1.82 -1.24 0.54
H -1.26 -1.25 -0.60
H -1.52 -0.66 1.05
H -1.07 1.61 0.46
H -1.31 1.10 -1.23
```



Entry 12:
Entry from OMol25: C3H5NO2 as an isolated structure (the ωB97M-V functional and the def2-TZVPD basis).

Calculated values
Frontier orbital gap   9.878 eV
E_LUMO   0.02660 hartree

```
11
C3H5NO2 | OMol25 | the ωB97M-V functional and the def2-TZVPD basis
C 1.79 0.75 0.06
C 0.62 -0.12 -0.03
N 0.16 -1.24 -0.11
H 2.69 0.14 -0.06
H 1.76 1.51 -0.73
H 1.80 1.26 1.03
C -1.40 -0.30 -0.17
O -2.31 -0.75 0.70
O -0.82 0.84 0.15
H -2.68 -1.58 0.37
H -1.62 -0.52 -1.22
```